[1]
ORCA calculation (ωB97M-V/def2-TZVPD) on a structure of composition C21H41Li3O12P in a non-equilibrium geometry.

Structure (XYZ):
```
78
Properties=species:S:1:pos:R:3:lowdin_charge:R:1
Li 10.3001 -25.3347 -24.9464 0.497
Li 9.6539 -25.0732 -22.5222 0.414
Li 8.1290 -25.2008 -24.5172 0.368
P 9.3887 -23.9804 -24.0400 0.215
O 9.0738 -24.5133 -25.4932 -0.469
O 10.6861 -24.7441 -23.6096 -0.408
O 8.2782 -24.6219 -23.0988 -0.341
O 9.7848 -22.4387 -23.7842 -0.400
O 10.1765 -27.9652 -23.7614 0.024
C 9.5220 -26.8783 -23.8183 -0.705
O 9.4127 -26.3605 -22.6626 -0.153
O 9.1794 -26.3564 -24.8593 -0.164
H 10.1863 -27.6281 -22.8626 0.070
C 9.2646 -29.7846 -25.5992 -0.088
C 8.9429 -30.5230 -26.9631 -0.130
C 8.7342 -29.2922 -27.8530 -0.182
O 8.0453 -28.3424 -27.0424 -0.203
C 8.1797 -28.6289 -25.6563 -0.187
H 10.2898 -29.4208 -25.5308 0.113
H 9.0093 -30.3867 -24.7272 0.098
H 8.0741 -31.1811 -26.9497 0.109
H 9.8485 -31.0590 -27.2471 0.100
H 8.1734 -29.6283 -28.7251 0.112
H 9.6034 -28.8425 -28.3329 0.121
H 7.2305 -28.9950 -25.2651 0.156
H 8.4458 -27.6688 -25.2142 0.071
C 12.6787 -28.2471 -23.2610 -0.159
C 12.1851 -26.8187 -23.1617 -0.172
C 13.3689 -25.9708 -22.8311 -0.145
O 14.4165 -26.9119 -22.4511 -0.144
C 13.8250 -28.2668 -22.3677 -0.191
H 13.1044 -28.4718 -24.2390 0.127
H 11.9256 -29.0329 -23.2031 0.112
H 11.4381 -26.6634 -22.3834 0.127
H 11.7180 -26.4473 -24.0739 0.105
H 13.2098 -25.3114 -21.9779 0.127
H 13.6964 -25.3602 -23.6725 0.125
H 13.5464 -28.3795 -21.3199 0.117
H 14.5754 -29.0200 -22.6078 0.117
C 8.2289 -27.3432 -20.0187 -0.181
C 8.2398 -27.0179 -18.5143 -0.122
C 9.0950 -25.7198 -18.5071 -0.173
O 9.4209 -25.3862 -19.8907 -0.115
C 8.4578 -26.0595 -20.7423 -0.176
H 7.3351 -27.8841 -20.3294 0.110
H 8.9978 -28.0508 -20.3291 0.077
H 8.8333 -27.7908 -18.0259 0.091
H 7.2328 -26.9662 -18.1002 0.104
H 9.9543 -25.8098 -17.8426 0.104
H 8.5222 -24.8618 -18.1552 0.105
H 8.7987 -26.1516 -21.7736 -0.113
H 7.5516 -25.4688 -20.8761 0.137
C 9.4625 -30.0844 -21.6334 -0.107
C 8.5017 -30.3436 -20.4402 -0.134
C 7.2374 -29.9644 -21.1593 -0.247
O 7.5318 -28.8132 -21.8466 -0.141
C 8.9016 -28.8157 -22.2297 -0.222
H 9.3580 -30.8932 -22.3566 0.108
H 10.5219 -30.0192 -21.3852 0.117
H 8.7499 -29.7351 -19.5706 0.100
H 8.4144 -31.3753 -20.0995 0.112
H 6.3844 -29.7952 -20.5022 0.128
H 6.9234 -30.7414 -21.8563 0.122
H 9.3634 -28.0296 -21.6323 0.104
H 9.0034 -28.7353 -23.3120 0.089
C 7.3256 -26.1449 -27.7085 -0.108
C 7.0308 -24.6622 -27.9181 -0.127
C 7.3080 -24.1487 -26.5127 -0.203
O 7.2600 -25.2396 -25.5997 -0.157
C 7.9334 -26.2702 -26.2896 -0.257
H 8.0238 -26.6251 -28.3941 0.108
H 6.3681 -26.6626 -27.6510 0.116
H 6.0199 -24.4366 -28.2576 0.101
H 7.8028 -24.2299 -28.5546 0.106
H 6.4897 -23.5070 -26.1861 0.130
H 8.2077 -23.5394 -26.4265 0.119
H 7.6760 -27.2624 -25.9188 0.051
H 8.9926 -26.1752 -26.0505 0.059
```

Lowest unoccupied orbital energy: 2.1963 eV
ΔE to the lowest compared entry with this formula, charge and spin: 771.1 kcal per mole
Net charge: -1
Highest occupied orbital energy: -4.90 eV
Kohn-Sham gap: 0.26084 hartree
Electronic energy: -2090.7473 Ha

=====

[2]
ORCA calculation (ωB97M-V/def2-TZVPD) on a cluster of 2 separate species, C21H42BNO7S2 in total in a non-equilibrium geometry.

Structure (XYZ):
```
74
Properties=species:S:1:pos:R:3:lowdin_charge:R:1
C 1.4981 -3.9640 1.7655 -0.098
C 2.1954 -4.0672 0.3862 -0.224
C 1.6394 -3.1021 -0.6723 -0.207
C 2.7300 -2.5420 -1.6107 -0.201
C 3.2422 -1.1821 -1.1453 -0.212
C 3.8900 -1.1759 0.2362 -0.201
C 4.5706 0.1664 0.5103 -0.225
C 4.6550 0.5182 1.9873 -0.203
C 3.3013 0.7308 2.6783 -0.205
C 2.2170 1.3680 1.8228 -0.209
C 0.8133 1.0877 2.3726 -0.188
C -0.2424 1.8958 1.6058 -0.205
C -1.5529 1.1690 1.3577 -0.101
C -1.6080 0.1443 0.1504 -0.271
B -1.8936 -1.2526 0.8341 -0.609
O -3.1165 -1.8928 0.6752 0.176
O -0.8960 -1.7609 1.6067 0.067
C -1.1354 -2.9463 2.3751 -0.234
C -2.0281 -2.6861 3.5848 -0.035
C -0.4157 0.1565 -0.8082 -0.121
C -0.8479 0.9921 -2.0161 -0.490
S -0.6262 2.8053 -1.8632 0.815
C -2.3530 0.7621 -2.0325 -0.505
O -3.0880 0.7859 -3.0050 0.054
N -2.7564 0.5137 -0.7291 0.138
H 2.2071 -3.7121 2.5495 0.083
H 0.7721 -3.1522 1.7319 0.014
H 0.9986 -4.8851 2.0471 0.081
H 3.2438 -3.8318 0.5407 0.084
H 2.1443 -5.0898 0.0241 0.103
H 0.8786 -3.6255 -1.2486 0.108
H 1.1447 -2.2595 -0.1889 0.078
H 2.2925 -2.4120 -2.6017 0.103
H 3.5332 -3.2677 -1.7247 0.110
H 2.3949 -0.4916 -1.1614 0.091
H 3.9579 -0.8094 -1.8792 0.117
H 3.1622 -1.4210 1.0069 0.106
H 4.6611 -1.9473 0.2174 0.118
H 5.5790 0.1636 0.0979 0.113
H 4.0420 0.9452 -0.0402 0.101
H 5.3228 1.3653 2.1309 0.105
H 5.1420 -0.3191 2.4930 0.109
H 3.4749 1.3897 3.5297 0.111
H 2.9463 -0.2035 3.1122 0.104
H 2.2278 0.9988 0.8017 0.080
H 2.3513 2.4500 1.8369 0.126
H 0.6336 0.0183 2.2474 0.102
H 0.7813 1.2947 3.4402 0.117
H -0.4811 2.7813 2.1968 0.119
H 0.2053 2.2613 0.6889 0.057
H -1.8557 0.6506 2.2671 0.112
H -2.3268 1.9064 1.1582 0.112
H -2.9915 -2.7398 0.2425 0.118
H -0.1597 -3.2696 2.7307 0.065
H -1.5267 -3.7560 1.7643 0.130
H -1.6057 -3.1601 4.4674 0.077
H -2.0944 -1.6226 3.7902 0.084
H -3.0214 -3.1028 3.4538 0.077
H -0.2055 -0.8487 -1.1806 0.118
H 0.5322 0.5347 -0.4351 0.090
H -0.3348 0.7200 -2.9277 0.110
H -1.5657 3.0153 -0.9344 -0.113
H -3.4939 -0.1818 -0.8026 0.140
O -6.3260 5.9162 -2.9511 -0.224
S -5.8733 5.3661 -4.1774 0.588
O -6.5315 5.6573 -5.3980 -0.222
O -5.7358 3.7872 -3.9973 -0.187
C -4.3934 3.3563 -4.2977 -0.148
C -3.5383 4.5502 -3.9355 -0.168
O -4.3170 5.6822 -4.3611 -0.192
H -4.3321 3.1308 -5.3643 0.137
H -4.1508 2.4664 -3.7219 0.098
H -2.5807 4.5557 -4.4462 0.130
H -3.3794 4.6216 -2.8582 0.122
```

Lowest unoccupied orbital energy: -0.0216 eV
Highest occupied orbital energy: -9.53 eV
Kohn-Sham gap: 0.34945 hartree
SMILES string: CCCCCCCCCCCCC[C@]1(B(O)OCC)C[C@H](S)C(=O)N1.O=S1(=O)OCCO1
Electronic energy: -2228.0818 Ha

=====

[3]
ORCA calculation (ωB97M-V/def2-TZVPD) on a structure of composition C21H42Ge2N10O2Rh in a non-equilibrium geometry.

Structure (XYZ):
```
78
Properties=species:S:1:pos:R:3:lowdin_charge:R:1
Rh 0.0285 0.0792 -0.3584 0.726
C -0.1825 -2.0190 4.2120 -0.130
C -0.2540 -1.8841 2.6845 -0.351
Ge 0.0872 -0.0413 2.0986 0.862
C -1.2021 1.1753 2.9123 -0.362
C -0.6971 1.7563 4.2399 -0.138
C 1.8875 0.2741 2.8209 -0.158
C 3.0121 0.1263 2.0403 -0.302
Ge 2.5563 0.0420 0.1193 1.032
C 3.0032 -1.6948 -0.6959 -0.338
C 4.4778 -1.9722 -1.0131 -0.109
C 3.1497 1.6401 -0.8534 -0.332
C 4.6601 1.8611 -1.0013 -0.119
C 4.3197 0.0603 2.6164 -0.206
C 5.4751 -0.0182 1.7790 -0.050
C 6.7333 -0.0588 2.3066 -0.038
C 6.9008 -0.0474 3.7035 0.000
C 5.7934 0.0004 4.5646 -0.034
C 4.5344 0.0506 4.0391 0.002
H -0.3690 -3.0441 4.5313 0.087
H -0.9226 -1.3875 4.7056 0.073
H 0.7998 -1.7403 4.5979 0.072
H -1.2550 -2.1451 2.3461 0.043
H 0.4443 -2.5776 2.2122 0.062
H -2.1118 0.5869 3.0678 0.065
H -1.4581 1.9941 2.2403 0.048
H -0.3188 0.9889 4.9179 0.066
H -1.4983 2.2762 4.7642 0.088
H 0.0983 2.4831 4.0672 0.076
H 1.9890 0.5034 3.8784 0.073
H 2.4259 -1.7617 -1.6251 0.053
H 2.6203 -2.4630 -0.0160 0.068
H 4.9184 -1.1934 -1.6346 0.071
H 4.5780 -2.9113 -1.5574 0.099
H 5.0734 -2.0714 -0.1061 0.075
H 2.7109 2.4890 -0.3330 0.052
H 2.6872 1.5918 -1.8436 0.054
H 5.1344 2.0614 -0.0412 0.077
H 4.8433 2.7360 -1.6251 0.095
H 5.1684 1.0206 -1.4736 0.065
H 5.3493 -0.0338 0.7050 0.065
H 7.6032 -0.0989 1.6653 0.123
H 7.9001 -0.0808 4.1196 0.125
H 5.9452 -0.0011 5.6349 0.125
H 3.6892 0.0747 4.7100 0.108
N -0.2746 0.3611 -2.6628 0.022
N -0.2934 1.7329 -2.9252 0.017
C -0.0990 2.6461 -1.9440 -0.368
N -0.0952 3.9060 -2.3378 0.246
N 0.0703 2.1604 -0.6921 0.019
N 0.3743 3.0972 0.3286 -0.393
O 0.7780 2.6048 1.3541 0.019
O 0.1710 4.2800 0.1689 0.117
H 0.4291 -0.0867 -3.2441 0.123
H -1.1812 -0.0404 -2.8887 0.120
H -0.4548 2.0484 -3.8704 0.173
H -0.1929 4.1350 -3.3144 0.149
H -0.0207 4.6431 -1.6521 0.115
C -5.0829 -1.8546 0.5274 0.006
N -4.1710 -0.7160 0.3482 -0.111
C -4.7189 0.6405 0.4423 0.006
C -2.8584 -0.8768 0.1830 -0.373
N -1.9901 0.1034 0.1361 0.045
N -2.4218 -2.1987 0.0902 0.180
C -1.1667 -2.6757 -0.2002 -0.464
N -1.0573 -4.0113 -0.1939 0.224
N -0.1642 -1.8959 -0.5018 -0.007
H -6.0684 -1.4656 0.7584 0.109
H -4.7821 -2.4767 1.3731 0.109
H -5.1636 -2.4485 -0.3848 0.112
H -5.7868 0.5938 0.2562 0.108
H -4.2842 1.2815 -0.3245 0.098
H -4.5521 1.0733 1.4306 0.112
H -2.3998 1.0086 0.3177 0.062
H -3.1276 -2.8997 0.2471 0.132
H -1.8542 -4.6192 -0.1004 0.138
H -0.1776 -4.4541 -0.3997 0.139
H 0.6763 -2.4290 -0.6872 0.054
```

Lowest unoccupied orbital energy (spin up / spin down): -11.7977 / -11.7961 eV
ΔE to the lowest compared entry with this formula, charge and spin: 33.5 kcal per mole
Net charge: +3
Highest occupied orbital energy (spin up / spin down): -15.25 / -15.25 eV
Kohn-Sham gap (spin up / spin down): 0.12669 / 0.12684 hartree
Electronic energy: -5786.7436 Ha